(1)
Molecular formula: C20H16F6N8O6S
Method: DFT, the ωB97M-V functional and the def2-TZVPD basis

Atoms and positions in Å:
F  0.39542  4.51989  2.62501
C  0.37598  3.38689  3.39604
F  1.65949  3.16079  3.80727
F  -0.35783  3.68114  4.51586
C  -0.20532  2.21767  2.64215
C  0.54724  1.06363  2.48939
C  0.02312  -0.01625  1.75092
N  0.84458  -1.13749  1.60233
C  0.53437  -2.38290  1.08957
S  -0.86473  -2.81905  0.29952
N  1.55822  -3.27118  1.30727
C  1.31224  -4.71625  1.14643
C  1.00098  -5.07692  -0.29324
C  2.13716  -4.79845  -1.28933
C  1.94784  -5.86979  -2.37629
C  1.05010  -6.94771  -1.75297
N  0.74729  -6.48844  -0.40157
C  -1.25367  0.06111  1.21261
C  -2.00061  1.21974  1.40266
C  -3.39989  1.26869  0.85194
F  -3.74462  2.52381  0.43827
F  -3.55811  0.42922  -0.21790
F  -4.32219  0.89143  1.79742
C  -1.49294  2.31182  2.10495
H  1.53582  0.98192  2.93828
H  1.78209  -1.05030  1.99120
H  2.23886  -3.02389  2.02763
H  2.22111  -5.23512  1.47743
H  0.46236  -5.03910  1.77435
H  0.05739  -4.52101  -0.57462
H  2.08434  -3.76592  -1.65537
H  3.08643  -4.98327  -0.76416
H  1.43124  -5.44751  -3.24382
H  2.91100  -6.27638  -2.69509
H  0.11660  -7.06748  -2.32598
H  1.54823  -7.92381  -1.74040
H  -0.23262  -6.68001  -0.15051
H  -1.67246  -0.77581  0.64017
H  -2.08296  3.21315  2.22093
O  -0.18640  -5.74912  7.14507
N  -0.65282  -5.92570  6.03343
C  -0.20931  -6.41458  4.81873
C  -1.29664  -6.45491  3.93753
N  -2.42543  -5.97014  4.54163
O  -2.03969  -5.70410  5.82461
C  -1.11094  -6.92987  2.57016
N  -2.18911  -6.79284  1.59871
O  -3.36936  -6.99389  1.90039
O  -1.86044  -6.46060  0.42036
C  0.15881  -7.41763  2.17704
C  1.21286  -7.33441  3.09913
N  2.58974  -7.25626  2.82646
O  3.25103  -7.52845  1.83592
O  3.19137  -6.63209  3.92824
N  2.29105  -6.41572  4.94128
C  1.09072  -6.80960  4.41260
H  0.37067  -7.87246  1.21177

Net charge ... 0
Energy ... -72333.52634 eV
Kohn-Sham gap ... 5.7 eV
LUMO energy ... -2.374 eV
Energy above the lowest of the compared OMol25 structures with the same formula, charge and spin ... 25.46 kJ/mol

(2)
Molecular formula: C20H16N7O4Pd
Method: DFT, the ωB97M-V functional and the def2-TZVPD basis

Atoms and positions in Å:
Pd  1.78556  -1.14647  -0.90405
N  -2.89265  -1.30700  -0.86816
C  -1.76088  -0.91303  -1.72701
N  0.00051  -1.52596  -0.30601
C  -0.45376  -1.19643  0.87621
N  0.50565  -0.74933  1.71727
N  1.63135  -0.76604  1.08512
C  2.78724  -0.50493  1.65188
C  3.94876  -0.62803  0.80215
C  5.29145  -0.58476  1.22664
C  6.28009  -0.67226  0.26526
C  5.97553  -0.78473  -1.10316
C  4.64409  -0.80508  -1.48006
N  3.68474  -0.75500  -0.53435
C  -1.86299  -1.15417  1.36718
C  -2.10336  -0.68748  2.66611
C  -3.38193  -0.43278  3.16454
C  -4.47918  -0.66309  2.34199
C  -4.30007  -1.05485  1.03328
C  -2.98201  -1.26185  0.49105
H  -3.64735  -1.82088  -1.29715
H  -2.09727  -0.87184  -2.76673
H  2.83874  -0.25486  2.72055
H  5.54210  -0.51040  2.29006
H  7.32692  -0.66760  0.55533
H  6.78991  -0.85040  -1.82629
H  4.29088  -0.87839  -2.49991
H  -1.21020  -0.44982  3.26815
H  -3.49070  0.00434  4.13514
H  -5.48170  -0.52559  2.75750
H  -5.17682  -1.08761  0.35912
C  1.23717  2.96596  -0.87254
C  0.02315  2.17261  -1.08370
N  -0.00073  0.90069  -1.42539
C  -1.31202  0.49478  -1.42094
C  -2.13990  1.60566  -1.21589
N  -1.22563  2.66858  -1.01556
C  -3.62809  1.68371  -1.31751
O  -4.15746  2.86248  -0.89054
O  -4.35106  0.82517  -1.75341
C  -0.79092  -2.01930  -1.47026
O  -1.63971  -3.00864  -1.22805
O  0.31079  -2.20909  -2.23928
H  2.10344  2.28787  -0.76030
H  1.09743  3.60126  0.03908
H  1.42341  3.62376  -1.73575
H  -1.42959  3.61222  -0.69086
H  -3.52293  3.43858  -0.38075

Net charge ... +1
Energy ... -43088.21497 eV
Spin multiplicity ... 3
Kohn-Sham gap (spin up / spin down) ... 6.3 / 4.7 eV
LUMO energy (spin up / spin down) ... -4.670 / -6.172 eV
Energy above the lowest of the compared OMol25 structures with the same formula, charge and spin ... 516.48 kJ/mol

(3)
Molecular formula: C20H17BFeN10O4S
Method: DFT, the ωB97M-V functional and the def2-TZVPD basis

Atoms and positions in Å:
Fe  -0.05748  0.63890  -0.29552
O  1.66916  -3.30420  -1.22924
C  1.19180  -2.08568  -1.19004
O  0.89341  -1.48479  -0.17820
C  1.03844  -1.43353  -2.51873
C  1.40127  -2.02688  -3.71639
C  1.22699  -1.29469  -4.88051
C  0.68895  -0.02081  -4.79306
C  0.35034  0.48624  -3.54633
N  0.53417  -0.20660  -2.42459
C  -0.26129  1.83486  -3.28206
O  -0.48169  2.67871  -4.26296
O  -0.55098  2.11599  -2.14412
H  1.78705  -3.65983  -0.33137
H  1.80819  -3.02794  -3.72636
H  1.50148  -1.70995  -5.84050
H  0.54010  0.55271  -5.69864
H  -0.21084  2.36174  -5.13534
C  3.75019  2.05613  -0.12974
C  2.74214  1.38305  -0.77843
N  1.59584  1.49240  -0.07528
N  1.86687  2.23095  1.02879
C  3.15113  2.57345  1.01586
B  0.78429  2.43327  2.15579
N  -0.47440  2.95002  1.40926
C  -1.19306  4.05933  1.58858
C  -2.28700  4.01948  0.73679
C  -2.15839  2.82625  0.05171
N  -1.06722  2.17217  0.47517
N  0.44010  1.02218  2.69153
C  0.31578  0.50182  3.92371
C  -0.11610  -0.80261  3.81850
C  -0.23102  -1.01910  2.45090
N  0.10899  0.07641  1.77454
N  1.26012  3.45823  3.14022
C  1.24704  3.61037  4.49647
C  1.68984  4.86845  4.78894
C  1.95337  5.44979  3.53258
N  1.69299  4.61380  2.54937
H  4.77158  2.17528  -0.44395
H  2.77682  0.84726  -1.71030
H  3.54845  3.19198  1.80167
H  -0.88102  4.79557  2.30989
H  -3.06233  4.75734  0.63457
H  -2.77801  2.42038  -0.72959
H  0.54710  1.06309  4.80746
H  -0.29816  -1.49480  4.62087
H  -0.52119  -1.91080  1.92336
H  0.91934  2.84507  5.17339
H  1.81052  5.30282  5.76553
H  2.32556  6.43704  3.30971
S  -4.30096  -1.49804  -0.55401
C  -2.84926  -0.75354  -0.56670
N  -1.81500  -0.22320  -0.57524

Net charge ... +2
Energy ... -89993.51138 eV
Spin multiplicity ... 5
Kohn-Sham gap (spin up / spin down) ... 5.9 / 3.9 eV
LUMO energy (spin up / spin down) ... -7.901 / -9.841 eV
Energy above the lowest of the compared OMol25 structures with the same formula, charge and spin ... 23.55 kJ/mol

(4)
Molecular formula: C20H17BrNO3Zn
Method: DFT, the ωB97M-V functional and the def2-TZVPD basis

Atoms and positions in Å:
Zn  -2.12640  0.23758  -0.03513
O  -0.11687  0.17504  0.16114
C  0.42986  1.55905  0.04599
C  -0.76976  2.55149  -0.03144
O  -0.56266  3.73036  -0.01041
O  -1.97187  2.01274  -0.16875
C  1.18723  1.85721  1.33075
C  0.52214  1.66169  2.54378
C  1.15490  1.92069  3.74662
C  2.46196  2.38845  3.74996
C  3.11899  2.60184  2.54915
C  2.48802  2.33848  1.34096
C  1.26636  1.59060  -1.21913
C  1.00791  2.46996  -2.26372
C  1.78547  2.43312  -3.41325
C  2.82310  1.52321  -3.53099
C  3.08555  0.64347  -2.48974
C  2.31365  0.67790  -1.34144
H  0.44978  -0.30029  0.78238
H  -0.51251  1.33457  2.54633
H  0.62139  1.77509  4.67669
H  2.95638  2.59885  4.68870
H  4.13240  2.98086  2.55219
H  3.00513  2.52777  0.41006
H  0.21530  3.20080  -2.18083
H  1.57828  3.12687  -4.21731
H  3.43127  1.50355  -4.42536
H  3.89854  -0.06664  -2.56943
H  2.54220  -0.00360  -0.52930
C  -1.53209  -5.30341  -0.31198
C  -2.42084  -4.10000  -0.22503
C  -3.81023  -4.20270  -0.17660
C  -4.60189  -3.06634  -0.10374
C  -3.96732  -1.84645  -0.07768
Br  -4.89275  -0.19585  0.01586
N  -2.63741  -1.71779  -0.11701
C  -1.88532  -2.82069  -0.19213
H  -2.12123  -6.21677  -0.33416
H  -0.85632  -5.35078  0.54257
H  -0.91819  -5.26703  -1.21254
H  -4.27741  -5.17891  -0.19914
H  -5.68024  -3.12007  -0.06850
H  -0.81448  -2.66389  -0.23839

Net charge ... +1
Energy ... -147104.21178 eV
Kohn-Sham gap ... 7.9 eV
LUMO energy ... -3.909 eV
Energy above the lowest of the compared OMol25 structures with the same formula, charge and spin ... 6.29 kJ/mol

(5)
Molecular formula: C20H17Cl2N3O6S
Method: DFT, the ωB97M-V functional and the def2-TZVPD basis

Atoms and positions in Å:
O  -0.84539  -1.88222  -1.96826
C  -0.85524  -1.76549  -0.77344
O  -1.78288  -2.27848  0.03757
C  -2.90103  -2.92568  -0.56324
C  -4.12369  -2.11452  -0.32817
N  -5.27584  -2.52850  0.08615
N  -6.07669  -1.45429  0.16193
C  -5.37547  -0.42134  -0.20305
C  -5.81072  0.95444  -0.25669
C  -7.13144  1.26432  0.06815
C  -7.55493  2.57782  0.02512
C  -6.67169  3.58388  -0.33797
C  -5.35910  3.27661  -0.65940
C  -4.92349  1.96574  -0.62104
O  -4.11183  -0.78204  -0.53734
C  0.20743  -1.05515  0.00231
C  1.53668  -1.32067  -0.31060
C  2.56141  -0.69887  0.37108
S  4.27160  -1.12216  -0.01348
O  4.24520  -2.04856  -1.10462
O  4.93677  -1.49771  1.19405
N  4.83804  0.37528  -0.48705
C  4.49112  0.74234  -1.84379
C  4.75539  2.24271  -2.00651
O  6.08893  2.56403  -1.69642
C  6.41569  2.18906  -0.37789
C  6.22048  0.68563  -0.17540
C  2.27312  0.22460  1.36671
Cl  3.54607  0.99651  2.19080
C  0.95369  0.52256  1.68052
C  -0.07355  -0.12200  1.00459
Cl  -1.69019  0.29147  1.39510
H  -3.02889  -3.90389  -0.09618
H  -2.71192  -3.03693  -1.63963
H  -7.79714  0.46373  0.34790
H  -8.57641  2.82150  0.27517
H  -7.00709  4.60979  -0.37015
H  -4.67331  4.06166  -0.94096
H  -3.90214  1.71814  -0.86898
H  1.78645  -2.02847  -1.08657
H  3.43601  0.51433  -2.00025
H  5.09069  0.17201  -2.56579
H  4.59882  2.55105  -3.04102
H  4.07263  2.79935  -1.34644
H  7.46039  2.46570  -0.23155
H  5.78282  2.73688  0.33575
H  6.40275  0.39273  0.85787
H  6.90329  0.13301  -0.83555
H  0.72954  1.24833  2.44572

Net charge ... 0
Energy ... -73650.19364 eV
Structure (SMILES) ... O=C(OCc1nnc(-c2ccccc2)o1)c1cc(S(=O)(=O)N2CCOCC2)c(Cl)cc1Cl
Kohn-Sham gap ... 8.9 eV
LUMO energy ... -0.251 eV
Energy above the lowest of the compared OMol25 structures with the same formula, charge and spin ... 138.34 kJ/mol

What did the fourth record say?
Molecular formula: C20H17BrNO3Zn
Method: DFT, the ωB97M-V functional and the def2-TZVPD basis

Atoms and positions in Å:
Zn  -2.12640  0.23758  -0.03513
O  -0.11687  0.17504  0.16114
C  0.42986  1.55905  0.04599
C  -0.76976  2.55149  -0.03144
O  -0.56266  3.73036  -0.01041
O  -1.97187  2.01274  -0.16875
C  1.18723  1.85721  1.33075
C  0.52214  1.66169  2.54378
C  1.15490  1.92069  3.74662
C  2.46196  2.38845  3.74996
C  3.11899  2.60184  2.54915
C  2.48802  2.33848  1.34096
C  1.26636  1.59060  -1.21913
C  1.00791  2.46996  -2.26372
C  1.78547  2.43312  -3.41325
C  2.82310  1.52321  -3.53099
C  3.08555  0.64347  -2.48974
C  2.31365  0.67790  -1.34144
H  0.44978  -0.30029  0.78238
H  -0.51251  1.33457  2.54633
H  0.62139  1.77509  4.67669
H  2.95638  2.59885  4.68870
H  4.13240  2.98086  2.55219
H  3.00513  2.52777  0.41006
H  0.21530  3.20080  -2.18083
H  1.57828  3.12687  -4.21731
H  3.43127  1.50355  -4.42536
H  3.89854  -0.06664  -2.56943
H  2.54220  -0.00360  -0.52930
C  -1.53209  -5.30341  -0.31198
C  -2.42084  -4.10000  -0.22503
C  -3.81023  -4.20270  -0.17660
C  -4.60189  -3.06634  -0.10374
C  -3.96732  -1.84645  -0.07768
Br  -4.89275  -0.19585  0.01586
N  -2.63741  -1.71779  -0.11701
C  -1.88532  -2.82069  -0.19213
H  -2.12123  -6.21677  -0.33416
H  -0.85632  -5.35078  0.54257
H  -0.91819  -5.26703  -1.21254
H  -4.27741  -5.17891  -0.19914
H  -5.68024  -3.12007  -0.06850
H  -0.81448  -2.66389  -0.23839

Net charge ... +1
Energy ... -147104.21178 eV
Kohn-Sham gap ... 7.9 eV
LUMO energy ... -3.909 eV
Energy above the lowest of the compared OMol25 structures with the same formula, charge and spin ... 6.29 kJ/mol

> The lowest energy belongs to which entry?

C20H17BrNO3Zn